(1)
{"formula": "C39H34ClN3SSi2Ti", "method": "ωB97M-V with the def2-TZVPD basis set", "species": ["C", "C", "C", "H", "C", "C", "H", "H", "H", "H", "Ti", "Si", "C", "C", "H", "C", "H", "C", "H", "C", "H", "C", "H", "C", "C", "H", "C", "H", "C", "H", "C", "H", "C", "H", "H", "Si", "C", "C", "H", "C", "H", "C", "H", "C", "H", "C", "H", "C", "C", "H", "C", "H", "C", "H", "C", "H", "C", "H", "H", "Cl", "N", "C", "C", "C", "C", "C", "C", "N", "C", "C", "C", "S", "C", "N", "H", "H", "H", "H", "H", "H", "H"], "coordinates": [[4.279, 1.027, -0.232], [3.161, 1.203, -1.095], [2.123, 1.837, -0.341], [3.140, 0.973, -2.158], [2.601, 2.033, 1.003], [3.938, 1.522, 1.067], [4.625, 1.633, 1.914], [5.281, 0.733, -0.536], [1.165, 2.194, -0.711], [2.096, 2.574, 1.805], [2.507, -0.148, 0.637], [-1.071, -0.448, 0.301], [-0.796, -1.028, -1.553], [-1.315, -2.289, -1.875], [-1.639, -2.941, -1.056], [-1.528, -2.681, -3.198], [-2.095, -3.584, -3.395], [-1.044, -1.893, -4.243], [-1.212, -2.206, -5.280], [-0.333, -0.727, -3.933], [0.099, -0.152, -4.751], [-0.207, -0.294, -2.602], [0.361, 0.624, -2.411], [-1.129, 1.501, 0.301], [-1.702, 2.229, -0.743], [-1.907, 1.770, -1.710], [-2.112, 3.558, -0.526], [-2.706, 4.080, -1.281], [-1.752, 4.228, 0.646], [-2.031, 5.277, 0.815], [-1.004, 3.542, 1.615], [-0.686, 4.057, 2.530], [-0.686, 2.190, 1.430], [-0.135, 1.655, 2.205], [0.563, -0.266, 0.362], [-3.311, -0.631, 0.627], [-4.244, 0.845, 1.287], [-5.393, 1.296, 0.603], [-5.813, 0.700, -0.205], [-5.992, 2.498, 0.979], [-6.877, 2.834, 0.445], [-5.475, 3.238, 2.047], [-5.946, 4.176, 2.338], [-4.392, 2.743, 2.786], [-3.998, 3.300, 3.637], [-3.812, 1.521, 2.451], [-3.021, 1.090, 3.074], [-4.226, -1.171, -0.919], [-4.093, -0.369, -2.052], [-3.458, 0.520, -2.026], [-4.746, -0.733, -3.225], [-4.604, -0.130, -4.121], [-5.584, -1.850, -3.236], [-6.145, -2.099, -4.139], [-5.706, -2.655, -2.093], [-6.355, -3.527, -2.108], [-5.004, -2.336, -0.931], [-5.061, -2.964, -0.038], [-3.413, -1.772, 1.577], [-0.565, -1.628, 2.092], [5.612, -2.320, 2.156], [6.153, -2.501, 0.880], [7.443, -2.826, 0.488], [7.760, -2.671, -0.872], [6.801, -2.188, -1.774], [5.515, -1.833, -1.357], [5.198, -1.997, -0.010], [4.112, -1.515, 0.734], [4.399, -1.737, 2.045], [3.609, -1.157, 3.099], [3.909, -1.021, 4.438], [2.776, 0.054, 5.210], [1.953, 0.271, 3.715], [2.491, -0.423, 2.675], [6.066, -2.559, 3.025], [8.149, -3.183, 1.234], [8.767, -2.922, -1.226], [7.093, -2.073, -2.819], [4.770, -1.434, -2.033], [4.766, -1.472, 4.926], [1.041, 0.825, 3.620]], "e_tot_ev": -107678.83000, "total_charge": 2}

***

(2)
{"formula": "C12H26MoN6O7", "method": "ωB97M-V with the def2-TZVPD basis set", "species": ["Mo", "O", "C", "C", "N", "C", "C", "O", "O", "C", "C", "O", "O", "H", "H", "H", "H", "H", "H", "H", "H", "H", "N", "C", "C", "C", "C", "N", "C", "N", "N", "C", "O", "O", "H", "H", "H", "H", "H", "H", "H", "H", "H", "H", "H", "H", "H", "H", "N", "H", "H", "H"], "coordinates": [[-0.802, -1.770, -1.165], [-2.368, -1.200, -2.438], [-1.996, -0.136, -3.359], [-0.841, -0.685, -4.129], [0.191, -1.116, -3.166], [0.873, -2.328, -3.645], [-0.043, -3.515, -3.422], [-0.227, -4.414, -4.182], [-0.658, -3.417, -2.241], [1.163, -0.053, -2.839], [1.464, -0.051, -1.353], [2.039, 0.831, -0.783], [1.009, -1.156, -0.789], [-2.736, -1.942, -2.948], [-1.730, 0.706, -2.721], [-2.850, 0.136, -3.980], [-0.460, 0.029, -4.864], [-1.164, -1.562, -4.699], [1.782, -2.482, -3.058], [1.151, -2.264, -4.701], [0.804, 0.930, -3.145], [2.106, -0.215, -3.369], [-1.013, 0.995, -0.359], [-0.497, 0.961, 1.024], [-1.389, 1.745, 2.007], [-1.008, 1.749, 3.487], [0.325, 2.404, 3.848], [1.441, 1.513, 3.549], [2.711, 1.806, 3.764], [3.068, 2.987, 4.273], [3.651, 0.909, 3.460], [-0.317, -0.491, 1.444], [0.447, -0.858, 2.313], [-1.086, -1.318, 0.777], [-0.590, 1.779, -0.847], [-2.016, 1.164, -0.341], [0.511, 1.386, 1.016], [-2.408, 1.352, 1.923], [-1.428, 2.776, 1.643], [-1.030, 0.740, 3.904], [-1.787, 2.300, 4.017], [0.323, 2.631, 4.919], [0.446, 3.343, 3.297], [1.207, 0.573, 3.207], [2.377, 3.651, 4.575], [4.031, 3.208, 4.457], [3.399, 0.023, 3.056], [4.625, 1.087, 3.631], [-2.474, -3.027, -0.375], [-2.549, -3.913, -0.876], [-3.376, -2.556, -0.407], [-2.300, -3.240, 0.606]], "spin_multiplicity": 3, "e_tot_ev": -37984.40014, "total_charge": 2}

***

(3)
{"formula": "C4H9ClN2", "method": "ωB97M-V with the def2-TZVPD basis set", "species": ["C", "C", "C", "C", "H", "H", "H", "H", "H", "H", "H", "H", "H", "N", "N", "Cl"], "coordinates": [[0.589, 0.531, 0.171], [-0.975, 1.020, -0.049], [0.473, -0.671, 1.084], [1.060, -0.513, -0.945], [0.978, 2.529, 0.606], [2.231, 1.600, -0.953], [-1.079, 1.654, -0.977], [-1.321, 1.702, 0.671], [-0.712, -1.117, 1.219], [1.062, -0.482, 2.184], [2.434, -1.710, 0.112], [0.587, -0.598, -1.947], [2.071, 0.079, -1.355], [1.693, 1.493, 0.186], [1.321, -1.681, -0.063], [-2.014, -0.267, -0.117]], "de_lowest_kj_mol": 599.0}

***

(4)
{"formula": "C7H13I3OSi", "method": "ωB97M-V with the def2-TZVPD basis set", "species": ["C", "C", "C", "C", "C", "C", "C", "O", "Si", "I", "I", "I", "H", "H", "H", "H", "H", "H", "H", "H", "H", "H", "H", "H", "H"], "coordinates": [[-1.938, 0.928, 2.042], [-2.050, -0.237, 1.313], [-3.315, -0.828, 0.784], [1.983, 1.287, -2.336], [-0.792, -0.944, 0.818], [0.534, 0.909, -2.207], [0.240, 0.436, -0.738], [-0.457, -0.641, -0.461], [2.879, -1.039, 0.434], [3.227, 0.941, 2.006], [5.064, -1.494, -0.801], [2.449, -3.081, 1.942], [-0.941, 1.164, 2.427], [-2.718, 1.574, 2.435], [-3.618, -0.384, -0.183], [-4.173, -0.838, 1.516], [-3.014, -1.899, 0.589], [2.647, 0.587, -1.977], [2.141, 2.169, -1.741], [2.153, 1.490, -3.414], [0.177, -1.032, 1.554], [-1.097, -2.068, 0.801], [0.009, 1.866, -2.154], [0.097, 0.206, -2.834], [0.511, 0.928, 0.183]], "de_lowest_kj_mol": 0.0}

***

(5)
{"formula": "C24H38N2O8", "method": "ωB97M-V with the def2-TZVPD basis set", "species": ["N", "C", "C", "C", "C", "C", "C", "C", "C", "C", "C", "C", "O", "N", "C", "O", "H", "H", "H", "H", "H", "H", "H", "H", "H", "H", "H", "H", "H", "H", "O", "C", "O", "C", "C", "C", "H", "H", "H", "H", "H", "H", "H", "H", "O", "C", "O", "C", "C", "C", "H", "H", "H", "H", "H", "H", "H", "H", "O", "C", "O", "C", "C", "C", "H", "H", "H", "H", "H", "H", "H", "H"], "coordinates": [[4.638, 1.108, 0.025], [4.064, 1.984, -0.997], [3.919, 3.465, -0.583], [2.493, 3.997, -0.699], [1.518, 3.417, 0.361], [0.285, 2.834, -0.284], [-0.681, 3.666, -0.861], [-1.804, 3.156, -1.512], [-2.029, 1.788, -1.601], [-1.076, 0.967, -1.037], [0.052, 1.472, -0.388], [0.835, 0.311, 0.102], [1.650, 0.269, 0.980], [0.339, -0.877, -0.575], [-1.013, -0.517, -0.975], [-1.896, -1.316, -1.090], [4.001, 0.399, 0.358], [4.982, 1.621, 0.823], [3.088, 1.603, -1.318], [4.715, 1.940, -1.876], [4.319, 3.612, 0.424], [4.538, 4.073, -1.250], [2.494, 5.088, -0.629], [2.117, 3.741, -1.693], [1.184, 4.207, 1.037], [2.019, 2.655, 0.956], [-0.533, 4.739, -0.805], [-2.515, 3.846, -1.948], [-2.901, 1.378, -2.088], [0.933, -1.113, -1.364], [4.898, -1.482, 2.261], [4.060, -1.662, 3.102], [4.414, -1.527, 4.401], [3.450, -1.479, 5.466], [2.969, -2.851, 5.888], [2.667, -2.128, 2.749], [2.612, -0.839, 5.184], [3.968, -0.978, 6.281], [2.449, -3.344, 5.074], [2.271, -2.773, 6.722], [3.802, -3.488, 6.186], [2.684, -3.216, 2.691], [2.402, -1.727, 1.778], [1.899, -1.823, 3.454], [0.019, -3.960, 5.040], [-0.231, -3.970, 3.864], [-1.134, -3.093, 3.394], [-1.344, -2.857, 1.992], [-2.322, -3.838, 1.384], [0.399, -4.971, 2.923], [-0.394, -2.836, 1.458], [-1.751, -1.850, 1.944], [-1.945, -4.861, 1.424], [-2.507, -3.579, 0.342], [-3.268, -3.812, 1.926], [-0.204, -5.878, 2.930], [1.389, -5.212, 3.301], [0.499, -4.620, 1.899], [-2.779, 2.582, -4.408], [-3.757, 2.230, -5.011], [-4.925, 2.172, -4.342], [-6.181, 1.922, -4.985], [-6.457, 0.442, -5.143], [-3.694, 1.780, -6.450], [-6.237, 2.455, -5.935], [-6.919, 2.374, -4.325], [-5.725, -0.038, -5.792], [-7.448, 0.288, -5.571], [-6.415, -0.052, -4.172], [-3.442, 0.720, -6.469], [-2.898, 2.334, -6.940], [-4.613, 1.934, -7.009]], "de_lowest_kj_mol": 0.0, "smiles": "NCCCCc1cccc2c1C(=O)NC2=O.CCOC(C)=O.CCOC(C)=O.CCOC(C)=O"}

***

(6)
{"formula": "C7H12N2S2", "method": "ωB97M-V with the def2-TZVPD basis set", "species": ["C", "C", "C", "C", "H", "H", "H", "H", "S", "S", "C", "N", "C", "C", "N", "H", "H", "H", "H", "H", "H", "H", "H"], "coordinates": [[3.345, -0.071, 1.371], [1.932, -0.275, 0.837], [0.960, -0.727, 1.919], [0.696, 0.310, 2.993], [1.605, 0.509, 3.555], [0.351, 1.240, 2.544], [-0.066, -0.046, 3.685], [1.303, -1.663, 2.369], [-0.635, -1.252, 1.150], [-1.436, 0.488, 0.446], [-0.831, 0.534, -1.202], [0.239, 1.154, -1.622], [0.306, 0.912, -2.953], [-0.748, 0.131, -3.344], [-1.473, -0.104, -2.215], [-2.315, -0.650, -2.133], [-1.025, -0.264, -4.299], [1.106, 1.312, -3.541], [1.955, -1.036, 0.052], [1.573, 0.653, 0.386], [3.382, 0.752, 2.079], [4.017, 0.160, 0.548], [3.703, -0.972, 1.866]], "de_lowest_kj_mol": 0.0, "smiles": "CC[C@@H](C)SSc1ncc[nH]1"}